Molecular formula: C34H28Co2NO6
Method: DFT, wB97M-V/def2-TZVPD

XYZ file:
```
71
Properties=species:S:1:pos:R:3:mulliken_charge:R:1
C 2.71 -2.85 -1.83 -0.609
C 2.07 -1.87 -1.06 0.043
C 0.69 -1.89 -0.92 0.015
C -0.10 -2.86 -1.55 0.215
C -1.55 -2.85 -1.44 -1.422
C -2.37 -1.79 -1.76 0.464
N -3.75 -1.91 -1.84 0.360
C -4.35 -3.22 -1.59 -0.875
C -5.84 -3.12 -1.26 -0.903
C -6.60 -2.36 -2.34 -0.716
C -5.96 -1.00 -2.58 -0.779
C -4.46 -1.09 -2.83 -0.605
C -1.79 -0.43 -1.98 -0.013
C -0.81 -0.22 -2.96 0.029
C -0.15 1.00 -3.04 -0.677
C -0.50 2.04 -2.17 -0.412
C -1.55 1.87 -1.27 -0.748
C -2.21 0.65 -1.19 0.058
C 0.56 -3.87 -2.30 -0.514
C 1.94 -3.84 -2.46 -0.608
H 3.79 -2.85 -1.92 0.460
H 2.65 -1.09 -0.56 0.078
H 0.18 -1.15 -0.30 0.221
H -2.02 -3.83 -1.26 0.272
H -4.23 -3.87 -2.48 0.417
H -3.84 -3.71 -0.75 0.470
H -6.24 -4.13 -1.14 0.389
H -5.95 -2.62 -0.29 0.327
H -6.60 -2.94 -3.27 0.320
H -7.65 -2.23 -2.03 0.337
H -6.42 -0.50 -3.44 0.351
H -6.13 -0.35 -1.71 0.303
H -4.04 -0.08 -2.84 0.394
H -4.29 -1.51 -3.84 0.265
H -0.56 -1.04 -3.64 0.387
H 0.65 1.13 -3.77 0.406
H 0.06 2.98 -2.20 0.409
H -1.83 2.68 -0.59 0.393
H -3.04 0.50 -0.48 0.405
H -0.06 -4.63 -2.77 0.443
H 2.42 -4.60 -3.07 0.354
O 3.75 1.12 -1.80 -0.441
C 3.78 1.52 -0.71 0.213
Co 3.75 2.20 0.90 0.215
C 5.33 2.83 1.36 0.084
O 6.31 3.37 1.65 -0.442
C 3.00 3.72 0.57 0.068
O 2.45 4.74 0.44 -0.434
C 2.54 1.76 2.51 1.114
C 2.25 2.81 3.51 0.391
C 3.32 3.54 4.07 -0.177
C 3.09 4.63 4.91 -0.802
C 1.79 4.97 5.27 -0.393
C 0.72 4.19 4.82 -0.535
C 0.94 3.10 3.97 -0.397
C 1.89 0.60 2.09 0.804
C 0.82 0.00 1.54 -1.035
Co 3.59 0.29 2.49 -0.079
C 3.32 -1.05 3.61 -0.125
O 3.28 -1.91 4.38 -0.431
C 5.10 0.89 3.26 0.402
O 6.09 1.12 3.82 -0.412
C 4.46 -0.51 1.14 0.179
O 5.14 -1.17 0.46 -0.451
H 4.34 3.24 3.83 0.207
H 3.94 5.21 5.27 0.369
H 1.61 5.83 5.93 0.350
H -0.29 4.44 5.13 0.353
H 0.11 2.48 3.62 0.363
H 0.69 -1.07 1.70 0.455
H 0.07 0.57 0.98 -0.120
```

The frontier orbital gap comes out at 0.23786 Ha. The value obtained for the lowest unoccupied orbital energy is 2.4 eV. Its charge is -1. As for the electronic energy: -124740.4347 eV. The value obtained for the HOMO energy is -4.1 eV. The molar mass comes out at 664.47 g mol⁻¹.



Molecular formula: C34H28CrN7O5SSe
Method: DFT, wB97M-V/def2-TZVPD

XYZ file:
```
77
Properties=species:S:1:pos:R:3:mulliken_charge:R:1
Cr 0.43 -0.53 -0.16 -1.109
C 2.37 3.16 2.19 -1.322
C 0.93 2.82 2.35 0.614
C 0.24 2.98 3.56 -0.436
C -1.09 2.63 3.62 -0.837
C -1.73 2.16 2.49 -0.766
C -0.97 2.05 1.33 0.847
N 0.32 2.35 1.27 -0.154
C -1.51 1.70 0.01 0.393
C -2.69 2.27 -0.46 -1.081
C -3.00 2.15 -1.81 -0.907
C -2.08 1.56 -2.65 -1.071
C -0.92 1.01 -2.11 0.273
N -0.70 0.98 -0.78 1.165
C 0.17 0.41 -2.85 0.541
C 0.43 0.72 -4.18 -0.902
C 1.56 0.22 -4.78 -0.899
C 2.36 -0.64 -4.04 -0.979
C 2.03 -0.97 -2.74 0.623
C 2.84 -1.99 -2.01 -1.129
N 0.97 -0.41 -2.11 1.062
H 2.83 3.42 3.14 0.337
H 2.48 4.00 1.51 0.412
H 2.89 2.32 1.74 0.128
H 0.76 3.36 4.43 0.430
H -1.63 2.71 4.56 0.447
H -2.77 1.86 2.50 0.529
H -3.33 2.80 0.22 0.491
H -3.93 2.55 -2.19 0.447
H -2.27 1.51 -3.72 0.424
H -0.24 1.38 -4.71 0.454
H 1.83 0.49 -5.79 0.457
H 3.25 -1.08 -4.48 0.553
H 3.54 -2.48 -2.68 0.604
H 2.17 -2.75 -1.59 0.073
H 3.39 -1.53 -1.20 0.191
Se -1.53 -1.94 -0.29 0.255
C -1.40 -3.24 -1.70 0.208
C -0.78 -3.01 -2.92 -0.064
C -0.67 -4.05 -3.82 -0.468
N -1.16 -5.26 -3.61 -0.666
C -1.78 -5.47 -2.47 -0.367
C -1.94 -4.51 -1.49 -0.693
H -0.37 -2.04 -3.16 0.504
H -0.16 -3.90 -4.77 0.369
H -2.17 -6.47 -2.34 0.373
H -2.42 -4.73 -0.55 0.408
O -2.43 -2.74 4.77 -0.719
S -1.11 -2.78 4.21 1.175
O -0.45 -4.05 4.17 -0.625
N -1.04 -2.04 2.74 -0.347
C -0.19 -1.06 2.74 0.011
O 0.07 -0.32 1.76 0.884
C 0.50 -0.81 4.04 0.622
C 1.52 0.10 4.27 -0.154
C 2.01 0.20 5.57 -1.626
C 1.48 -0.58 6.59 -0.681
C 0.49 -1.53 6.33 -0.573
C 0.02 -1.63 5.04 -0.186
H 1.90 0.68 3.45 1.069
H 2.80 0.90 5.79 0.484
H 1.84 -0.45 7.59 0.448
H 0.11 -2.16 7.11 0.474
C 4.53 -1.17 2.49 -1.181
N 3.38 -1.90 2.02 0.301
C 3.08 -3.14 2.53 -0.365
C 2.01 -3.84 2.10 -0.949
C 1.18 -3.30 1.04 0.197
O 0.25 -3.90 0.52 -0.543
N 1.54 -2.05 0.59 0.658
C 2.53 -1.34 1.10 0.568
O 2.68 -0.17 0.69 -0.738
H 5.45 -1.68 2.19 0.361
H 4.51 -1.07 3.58 0.397
H 4.51 -0.18 2.03 0.304
H 3.75 -3.50 3.29 0.498
H 1.72 -4.78 2.53 0.475
```

The frontier orbital gap (alpha / beta) comes out at 0.20367 / 0.20233 Ha. The value obtained for the lowest unoccupied orbital energy (alpha / beta) is -1.2 / -1.4 eV. As for the electronic energy: -160986.5515 eV. As for the multiplicity: 4. Its expectation value of S² is 3.85. The value obtained for the HOMO energy (alpha / beta) is -6.7 / -6.9 eV. The molar mass comes out at 777.67 g mol⁻¹.



Molecular formula: C34H28CuF6N6O4P2S3Se2
Method: DFT, wB97M-V/def2-TZVPD

XYZ file:
```
86
Properties=species:S:1:pos:R:3:mulliken_charge:R:1
Cu -0.82 -2.12 -1.79 -0.351
Se -2.71 4.63 -0.04 -0.382
P -1.08 3.32 0.13 -0.362
C 0.31 3.83 -0.92 0.616
C 0.79 2.98 -1.92 -0.150
C 1.81 3.41 -2.76 -0.649
C 2.36 4.67 -2.60 -0.627
C 1.87 5.52 -1.62 -1.061
C 0.84 5.11 -0.79 -0.450
C -0.54 3.20 1.86 0.240
C 0.34 4.12 2.42 0.057
C 0.61 4.08 3.78 -0.712
C 0.01 3.12 4.59 -0.739
C -0.87 2.21 4.03 -0.593
C -1.15 2.25 2.67 0.081
C -1.34 1.58 -0.38 0.580
C -0.63 0.38 -0.30 0.494
N -1.40 -0.54 -0.91 0.971
N -2.53 0.01 -1.31 -0.755
N -2.52 1.29 -1.00 -0.444
P 0.95 -0.20 0.35 0.968
Se 1.33 -2.20 -0.32 -0.529
C 2.26 0.95 -0.06 0.450
C 2.39 2.17 0.61 0.301
C 3.41 3.04 0.25 -0.927
C 4.29 2.69 -0.78 -0.728
C 4.15 1.48 -1.45 -0.805
C 3.13 0.61 -1.09 -0.638
C 0.78 -0.29 2.15 -0.093
C -0.37 -0.90 2.64 0.461
C -0.51 -1.17 3.99 -0.201
C 0.51 -0.83 4.87 -0.831
C 1.66 -0.22 4.40 -0.739
C 1.80 0.04 3.04 -0.351
H 0.36 2.00 -2.06 0.521
H 2.16 2.74 -3.54 0.608
H 3.16 4.99 -3.25 0.453
H 2.28 6.52 -1.52 0.438
H 0.41 5.81 -0.08 0.672
H 0.82 4.87 1.81 0.168
H 1.30 4.80 4.21 0.443
H 0.22 3.10 5.65 0.432
H -1.35 1.46 4.65 0.548
H -1.86 1.55 2.24 0.477
H 1.71 2.44 1.40 0.507
H 3.52 3.98 0.76 0.518
H 5.08 3.38 -1.07 0.436
H 4.82 1.22 -2.25 0.452
H 3.01 -0.34 -1.60 0.057
H -1.15 -1.19 1.93 -0.500
H -1.41 -1.65 4.36 0.397
H 0.40 -1.04 5.93 0.390
H 2.46 0.05 5.08 0.441
H 2.72 0.48 2.68 0.502
C -3.18 -6.52 2.84 -1.447
C -3.08 -5.20 2.14 0.736
C -3.50 -4.01 2.66 -0.965
C -3.35 -2.86 1.86 1.249
N -2.77 -2.88 0.67 -0.054
C -2.39 -4.06 0.15 -0.149
S -1.76 -4.22 -1.41 -0.420
N -2.54 -5.19 0.90 -0.001
C -3.86 -1.53 2.32 -0.981
H -3.65 -6.41 3.81 0.357
H -2.19 -6.95 2.97 0.358
H -3.77 -7.22 2.24 0.380
H -3.95 -3.97 3.64 0.375
H -2.23 -6.05 0.48 0.316
H -4.35 -1.59 3.29 0.362
H -4.56 -1.15 1.58 0.367
H -3.04 -0.80 2.37 0.058
F 2.19 -3.74 -3.38 -0.248
C 2.46 -2.62 -4.04 0.618
F 2.93 -2.91 -5.23 -0.213
F 3.38 -1.93 -3.37 -0.214
S 0.91 -1.56 -4.15 1.261
O -0.20 -2.43 -3.64 -0.445
O 1.17 -0.42 -3.33 -0.584
N 0.75 -1.16 -5.65 -0.549
S 0.15 -2.28 -6.67 0.982
O 0.43 -3.62 -6.24 -0.587
O 0.42 -1.89 -8.02 -0.658
C -1.71 -2.09 -6.49 0.707
F -2.22 -1.73 -7.66 -0.235
F -2.03 -1.17 -5.58 -0.207
F -2.24 -3.25 -6.12 -0.233
```

The frontier orbital gap (alpha / beta) comes out at 0.24080 / 0.19448 Ha. The value obtained for the lowest unoccupied orbital energy (alpha / beta) is -1.2 / -2.4 eV. The calculation puts the energy above the lowest of the compared OMol25 structures with the same formula, charge and spin at 12.0 kJ/mol. As for the electronic energy: -295563.9782 eV. As for the multiplicity: 2. Its expectation value of S² is 0.75. The value obtained for the HOMO energy (alpha / beta) is -7.7 / -7.7 eV. The molar mass comes out at 1078.24 g mol⁻¹.



Molecular formula: C34H28NOPPdSSe
Method: DFT, wB97M-V/def2-TZVPD

XYZ file:
```
68
Properties=species:S:1:pos:R:3:mulliken_charge:R:1
Pd 1.47 0.77 -0.29 0.324
C -1.09 3.51 -0.77 -0.955
C 0.32 3.97 -0.58 0.739
C 0.55 5.33 -0.23 -0.795
C 1.83 5.78 -0.12 -0.751
C 2.91 4.90 -0.35 1.251
C 4.25 5.33 -0.26 -0.831
C 5.26 4.44 -0.49 -0.563
C 4.97 3.10 -0.79 -0.568
C 3.68 2.64 -0.90 0.560
S 3.38 0.97 -1.36 -0.491
C 2.61 3.56 -0.66 0.060
N 1.31 3.13 -0.76 -0.362
H -1.59 4.14 -1.51 0.494
H -1.65 3.59 0.16 0.342
H -1.12 2.48 -1.10 -0.128
H -0.30 5.98 -0.08 0.399
H 2.03 6.81 0.15 0.406
H 4.46 6.36 0.00 0.348
H 6.30 4.75 -0.41 0.371
H 5.78 2.39 -0.95 0.453
O -0.59 0.87 0.72 -0.648
P -1.41 -0.36 0.45 1.320
C -1.56 -1.43 1.89 0.482
C -0.85 -1.09 3.04 -0.323
C -0.97 -1.87 4.18 -0.630
C -1.80 -2.99 4.17 -0.450
C -2.52 -3.31 3.03 -0.813
C -2.42 -2.53 1.89 -0.523
C -3.10 0.07 0.02 0.382
C -3.71 -0.35 -1.16 -0.267
C -5.02 0.02 -1.44 -0.667
C -5.72 0.82 -0.54 -0.445
C -5.11 1.25 0.63 -0.715
C -3.81 0.87 0.91 -0.522
C -0.74 -1.26 -0.96 0.873
C -0.29 -0.47 -2.02 -0.109
C 0.27 -1.06 -3.14 -0.835
C 0.37 -2.44 -3.22 -0.679
C -0.09 -3.23 -2.17 -0.568
C -0.63 -2.65 -1.04 -0.708
H -0.19 -0.23 3.02 0.370
H -0.42 -1.62 5.07 0.408
H -1.89 -3.60 5.05 0.404
H -3.18 -4.17 3.03 0.434
H -3.01 -2.76 1.02 0.457
H -3.17 -0.97 -1.86 0.401
H -5.49 -0.31 -2.35 0.413
H -6.74 1.11 -0.76 0.389
H -5.66 1.87 1.33 0.410
H -3.34 1.20 1.83 0.445
H -0.44 0.61 -2.01 0.038
H 0.65 -0.44 -3.94 0.487
H 0.81 -2.91 -4.09 0.393
H 0.00 -4.31 -2.22 0.419
H -0.92 -3.27 -0.20 0.395
Se 2.47 -0.55 1.43 -0.274
C 2.34 -2.33 0.71 0.271
C 1.62 -3.30 1.41 -0.280
C 1.55 -4.60 0.93 -0.598
C 2.20 -4.95 -0.24 -0.452
C 2.92 -3.99 -0.94 -0.613
C 2.99 -2.69 -0.47 -0.450
H 1.10 -3.03 2.32 0.471
H 0.98 -5.34 1.49 0.396
H 2.14 -5.97 -0.62 0.425
H 3.43 -4.25 -1.85 0.427
H 3.56 -1.95 -1.01 0.356
```

The frontier orbital gap comes out at 0.25472 Ha. The value obtained for the lowest unoccupied orbital energy is -0.1 eV. The calculation puts the energy above the lowest of the compared OMol25 structures with the same formula, charge and spin at 72.6 kJ/mol. As for the electronic energy: -128203.0576 eV. The value obtained for the HOMO energy is -7.0 eV. The molar mass comes out at 715.03 g mol⁻¹.



Molecular formula: C34H29BBrNO6
Method: DFT, wB97M-V/def2-TZVPD

XYZ file:
```
72
Properties=species:S:1:pos:R:3:mulliken_charge:R:1
N 5.16 -5.43 -1.28 -0.673
C 3.67 -5.33 -1.33 -0.535
C 3.32 -3.89 -1.77 -0.657
C 1.88 -3.87 -2.30 -0.472
C 0.83 -3.47 -1.20 -0.005
B -0.55 -4.02 -1.72 0.161
O -1.16 -3.31 -2.76 -0.563
C -1.28 -5.34 -1.16 -0.467
C -0.65 -6.61 -1.69 0.434
O -0.28 -6.76 -2.76 -0.396
Br -0.52 -8.08 -0.38 -0.222
H 5.46 -5.59 -2.23 0.241
H 5.41 -6.27 -0.77 0.237
H 3.32 -6.06 -2.07 0.316
H 3.23 -5.58 -0.37 0.369
H 3.50 -3.18 -0.97 0.284
H 3.99 -3.69 -2.62 0.254
H 1.72 -3.18 -3.13 0.288
H 1.58 -4.87 -2.63 0.390
H 1.12 -3.83 -0.21 0.299
H 0.76 -2.38 -1.14 -0.301
H -1.07 -3.89 -3.54 0.334
H -1.34 -5.37 -0.07 0.458
H -2.30 -5.35 -1.58 0.254
C 4.47 1.12 -5.78 -0.582
C 4.32 2.44 -6.21 -0.441
C 3.43 3.28 -5.57 -0.612
C 2.66 2.81 -4.51 0.384
C 2.80 1.48 -4.09 0.068
C 3.71 0.64 -4.73 -0.485
C 1.95 0.94 -2.99 0.385
O 2.07 -0.21 -2.63 -0.659
C 0.96 1.84 -2.35 0.066
C 0.13 1.34 -1.35 -0.276
C -0.79 2.17 -0.73 -0.758
C -0.87 3.51 -1.10 -0.521
C -0.05 4.02 -2.09 -0.722
C 0.87 3.18 -2.73 0.314
C 1.72 3.73 -3.82 0.571
O 1.65 4.90 -4.14 -0.680
H 5.17 0.47 -6.28 0.409
H 4.91 2.81 -7.04 0.391
H 3.32 4.31 -5.89 0.469
H 3.82 -0.38 -4.40 0.576
H 0.20 0.30 -1.06 0.535
H -1.44 1.78 0.04 0.646
H -1.59 4.16 -0.61 0.427
H -0.12 5.06 -2.38 0.466
C -2.68 -0.96 6.43 -0.474
C -2.73 -1.22 5.07 -0.491
C -2.91 -0.18 4.17 -0.556
C -3.07 1.12 4.63 0.252
C -3.04 1.38 6.00 0.196
C -2.84 0.34 6.90 -0.563
C -3.25 2.76 6.52 0.524
O -3.23 2.98 7.71 -0.662
C -3.50 3.85 5.55 0.260
C -3.75 5.14 6.01 -0.590
C -3.97 6.17 5.11 -0.452
C -3.93 5.92 3.74 -0.506
C -3.68 4.64 3.27 -0.561
C -3.47 3.60 4.17 0.210
C -3.25 2.23 3.65 0.545
O -3.21 2.01 2.46 -0.682
H -2.53 -1.77 7.13 0.395
H -2.62 -2.23 4.71 0.406
H -2.94 -0.38 3.11 0.496
H -2.81 0.54 7.96 0.475
H -3.78 5.33 7.07 0.473
H -4.17 7.17 5.48 0.394
H -4.09 6.73 3.04 0.406
H -3.65 4.45 2.21 0.502
```

The frontier orbital gap comes out at 0.30180 Ha. The value obtained for the lowest unoccupied orbital energy is -1.1 eV. As for the electronic energy: -120224.6833 eV. As for the structure (SMILES): O=C1c2ccccc2C(=O)c2ccccc21.O=C1c2ccccc2C(=O)c2ccccc21.NCCCCB(O)CC(=O)Br. The value obtained for the HOMO energy is -9.3 eV. The molar mass comes out at 638.32 g mol⁻¹.



- Number 2 is which compound?
  C34H28CrN7O5SSe



- electronic energy of number 4 (C34H28NOPPdSSe)?
  -128203.0576 eV